[1]
{
  "formula": "C5H7NO",
  "method": "ωB97M-V/def2-TZVPD",
  "elements": ["O", "N", "C", "C", "C", "C", "C", "H", "H", "H", "H", "H", "H", "H"],
  "positions_angstrom": [[-1.540461, 0.786540, 1.330860], [-0.034458, -0.463094, -0.686590], [-0.506836, 1.415826, 1.252503], [0.852412, 0.414288, 0.870458], [-1.216021, -0.463541, -1.179233], [0.938068, 0.653071, -0.630069], [0.357205, -0.999204, 0.641370], [-1.464473, 0.238849, -1.968123], [-1.941006, -1.186037, -0.823443], [1.848185, 0.411380, -1.193987], [1.661050, 0.666198, 1.552194], [0.503613, 1.616138, -0.955145], [1.040046, -1.848492, 0.536448], [-0.531499, -1.251749, 1.244158]],
  "atomic_forces_ev_per_a": [[0.57, 0.41, -0.05], [-0.79, -0.07, -0.35], [-0.46, -0.42, 0.06], [0.21, 0.11, 0.23], [0.47, -0.04, 0.09], [0.06, 0.18, -0.15], [-0.08, -0.18, 0.10], [0.03, -0.06, 0.11], [0.10, 0.06, 0.00], [-0.15, 0.05, 0.18], [-0.15, -0.03, -0.12], [0.08, -0.15, 0.00], [-0.02, 0.13, 0.04], [0.13, 0.00, -0.13]],
  "nbo_charge": [-0.67, -0.23, 0.23, -0.39, 0.04, -0.21, -0.23, 0.21, 0.22, 0.20, 0.23, 0.20, 0.20, 0.21],
  "total_charge": 0,
  "homo_lumo_gap_ev": [5.788, 5.785],
  "relative_energy_kcal_mol": 120.03,
  "total_energy_ev": -8830.9979
}

---

[2]
{
  "formula": "C5H7NO",
  "method": "ωB97M-V/def2-TZVPD",
  "elements": ["O", "N", "C", "C", "C", "C", "C", "H", "H", "H", "H", "H", "H", "H"],
  "positions_angstrom": [[1.889163, 0.469894, 1.604745], [-2.443644, 1.499287, -1.301134], [1.912310, 0.148060, 0.440192], [-1.624578, 0.984937, -0.666066], [0.792049, 0.496157, -0.526525], [-0.930198, -1.164457, 0.329561], [-0.585167, 0.317954, 0.132815], [-0.185434, -1.633704, 0.980103], [2.773286, -0.410147, 0.013527], [-0.937011, -1.689274, -0.631782], [0.863411, -0.091190, -1.448065], [-0.546467, 0.815947, 1.108642], [0.935275, 1.540516, -0.828812], [-1.912993, -1.283982, 0.792802]],
  "atomic_forces_ev_per_a": [[0.04, -0.27, -0.59], [0.80, -0.51, 0.60], [-0.10, 0.18, 0.25], [-0.68, 0.45, -0.52], [-0.02, 0.00, -0.10], [0.00, -0.08, 0.02], [0.01, 0.03, 0.06], [-0.10, 0.07, -0.09], [-0.08, 0.15, 0.14], [-0.01, 0.09, 0.14], [0.02, -0.05, 0.17], [-0.06, -0.05, -0.13], [0.03, -0.05, 0.12], [0.14, 0.04, -0.06]],
  "nbo_charge": [-0.51, -0.32, 0.44, 0.29, -0.50, -0.59, -0.33, 0.22, 0.12, 0.21, 0.22, 0.27, 0.25, 0.23],
  "smiles": "C[C@H](C#N)CC=O",
  "total_charge": 0,
  "homo_lumo_gap_ev": 11.057,
  "relative_energy_kcal_mol": 17.64,
  "total_energy_ev": -8835.4380
}

---

[3]
{
  "formula": "C5H7NO",
  "method": "ωB97M-V/def2-TZVPD",
  "elements": ["O", "N", "C", "C", "C", "C", "C", "H", "H", "H", "H", "H", "H", "H"],
  "positions_angstrom": [[1.366682, -1.397544, -0.435405], [1.203917, 0.967558, 1.616300], [-1.264952, -0.253566, -0.468915], [0.572511, -1.552901, 0.461544], [-0.861049, -1.156196, 0.390818], [-1.603132, 0.699026, -1.288915], [1.550755, 1.521241, 0.528043], [0.868098, -2.036005, 1.412862], [1.743057, 0.883884, -0.337391], [1.042262, 1.659024, 2.349050], [1.666505, 2.601516, 0.390857], [-1.555953, -1.594718, 1.102787], [-1.570869, 1.739801, -0.980596], [-1.929059, 0.487735, -2.300519]],
  "atomic_forces_ev_per_a": [[-0.16, -0.04, 0.18], [0.10, 0.32, -0.32], [-0.01, 0.14, -0.02], [0.05, -0.07, -0.07], [-0.08, 0.11, -0.17], [0.03, -0.19, 0.12], [-0.06, -0.23, 0.25], [-0.01, 0.06, -0.14], [-0.01, 0.07, 0.08], [0.03, 0.00, -0.02], [-0.02, -0.07, 0.08], [0.09, 0.06, -0.07], [0.03, -0.11, 0.04], [0.01, -0.06, 0.05]],
  "nbo_charge": [-0.55, -0.62, 0.20, 0.43, -0.42, -0.50, -0.04, 0.12, 0.19, 0.34, 0.15, 0.24, 0.23, 0.23],
  "smiles": "C=C=CC=O.C=N",
  "total_charge": 0,
  "homo_lumo_gap_ev": 10.315,
  "relative_energy_kcal_mol": 72.67,
  "total_energy_ev": -8833.0517
}

---

[4]
{
  "formula": "C5H7NO",
  "method": "ωB97M-V/def2-TZVPD",
  "elements": ["O", "N", "C", "C", "C", "C", "C", "H", "H", "H", "H", "H", "H", "H"],
  "positions_angstrom": [[0.472890, -0.284210, -0.488356], [1.129643, 1.628743, 0.667601], [0.244531, 1.072150, 0.055176], [2.162934, -0.594238, 0.525683], [-1.216919, 0.956130, -0.380652], [-1.809464, -0.252611, 0.323180], [-0.935496, -0.423076, -0.865513], [2.106440, -1.598435, 0.124581], [2.921595, 0.054878, 0.112666], [1.955296, -0.467774, 1.578990], [-1.808210, 1.749485, -0.822115], [-1.443111, -0.535348, 1.307385], [-2.872741, -0.410841, 0.159455], [-1.166976, -0.918024, -1.799596]],
  "atomic_forces_ev_per_a": [[0.23, -0.17, 0.05], [-0.52, -0.33, -0.37], [0.44, 0.37, 0.41], [0.07, -0.05, 0.02], [-0.10, 0.30, -0.07], [-0.07, -0.10, 0.14], [-0.17, -0.13, -0.20], [-0.04, 0.15, 0.03], [-0.15, -0.07, 0.04], [-0.01, 0.01, -0.15], [0.11, -0.17, 0.09], [-0.03, 0.07, -0.16], [0.17, 0.02, 0.02], [0.06, 0.08, 0.15]],
  "nbo_charge": [-0.54, -0.53, 0.40, -0.20, -0.31, -0.42, 0.07, 0.19, 0.22, 0.21, 0.24, 0.23, 0.23, 0.22],
  "total_charge": 0,
  "homo_lumo_gap_ev": [7.659, 7.607],
  "relative_energy_kcal_mol": 157.23,
  "total_energy_ev": -8829.3849
}

---

[5]
{
  "formula": "C5H7NO",
  "method": "ωB97M-V/def2-TZVPD",
  "elements": ["O", "N", "C", "C", "C", "C", "C", "H", "H", "H", "H", "H", "H", "H"],
  "positions_angstrom": [[1.562126, 0.640456, 0.601972], [0.807681, -1.540259, 0.071078], [-1.451639, -0.394918, 0.348468], [-0.395066, -1.030658, -0.512382], [-0.622056, 0.454094, -0.572884], [1.638736, -0.703195, 0.526638], [0.472924, 1.338013, -0.020033], [0.093564, 2.027540, 0.742501], [-2.490772, -0.562864, 0.078491], [0.909511, 1.930740, -0.830444], [-1.261605, -0.334498, 1.418306], [-1.108136, 0.857082, -1.458231], [2.585157, -1.039562, 0.947786], [-0.740429, -1.641970, -1.341264]],
  "atomic_forces_ev_per_a": [[-0.01, -0.08, 0.01], [0.19, 0.30, 0.10], [-0.12, -0.03, 0.13], [-0.07, -0.06, -0.20], [0.06, 0.10, -0.07], [-0.05, -0.27, 0.01], [-0.16, 0.12, -0.09], [0.03, -0.08, -0.13], [0.18, 0.01, 0.06], [-0.07, -0.09, 0.09], [0.05, -0.01, -0.18], [0.08, -0.07, 0.15], [-0.15, 0.03, -0.02], [0.02, 0.14, 0.13]],
  "nbo_charge": [-0.50, -0.49, -0.42, -0.07, -0.29, 0.40, -0.06, 0.19, 0.22, 0.19, 0.22, 0.23, 0.17, 0.21],
  "smiles": "C1=N[C@H]2C[C@H]2CO1",
  "total_charge": 0,
  "homo_lumo_gap_ev": 10.172,
  "relative_energy_kcal_mol": 36.35,
  "total_energy_ev": -8834.6265
}

---

[6]
{
  "formula": "C5H7NO",
  "method": "ωB97M-V/def2-TZVPD",
  "elements": ["O", "N", "C", "C", "C", "C", "C", "H", "H", "H", "H", "H", "H", "H"],
  "positions_angstrom": [[1.380500, 0.914196, 0.622689], [2.874536, -0.757710, -0.067717], [-0.027066, 1.010745, 0.685942], [-0.550923, -0.074184, -0.205542], [1.702682, -0.306072, 0.066887], [0.450635, -0.934878, -0.396964], [-1.997990, -0.136482, -0.543580], [-0.341272, 2.042246, 0.520120], [-2.387668, -1.153158, -0.435563], [-2.142175, 0.209832, -1.574636], [-2.564050, 0.534245, 0.113764], [0.399564, -1.961716, -0.741309], [-0.375577, 0.711117, 1.690764], [3.578802, -0.098187, 0.265139]],
  "atomic_forces_ev_per_a": [[0.32, -0.22, 0.06], [-0.18, 0.15, 0.01], [-0.26, 0.08, 0.25], [0.17, -0.21, 0.32], [0.18, -0.18, -0.11], [-0.13, 0.05, 0.09], [-0.08, -0.06, 0.06], [0.03, -0.08, -0.31], [-0.02, 0.18, -0.17], [-0.09, -0.14, 0.18], [0.02, -0.18, -0.14], [0.11, 0.33, -0.32], [0.10, 0.35, -0.02], [-0.17, -0.07, 0.09]],
  "nbo_charge": [-0.50, -0.69, -0.10, 0.05, 0.53, -0.30, -0.65, 0.20, 0.23, 0.24, 0.22, 0.24, 0.19, 0.35],
  "smiles": "[H]/N=C1/C=C(C)CO1",
  "total_charge": 0,
  "homo_lumo_gap_ev": 9.941,
  "relative_energy_kcal_mol": 20.38,
  "total_energy_ev": -8835.3190
}